[1]
Formula: C4H8LuO3
Source: the OMol25 dataset
Level of theory: wB97M-V/def2-TZVPD

The geometry in ORCA input format:
```
! wB97M-V def2-TZVPD RIJCOSX def2/J DEFGRID3
* xyz 1 1
C 2.64 -0.53 0.03
O 1.27 -0.71 0.31
C 0.73 -2.02 0.08
C -0.76 -1.84 0.43
O -1.51 -2.80 0.36
H 2.89 0.51 0.27
H 3.24 -1.21 0.65
H 2.84 -0.73 -1.03
H 1.23 -2.75 0.74
H 0.87 -2.31 -0.97
O -1.45 2.07 -0.08
C -2.59 2.80 -0.38
Lu -0.60 0.46 1.00
H -3.33 2.20 -0.95
H -3.13 3.15 0.52
H -2.35 3.70 -0.97
*
```

For the energy above the lowest of the compared OMol25 structures with the same formula, charge and spin, the calculation gives 0.0000 eV. The total energy is -44031.99190 eV.

And the Löwdin charges, in e, turn out to be: number 1, C, carries -0.049; number 2, O, carries -0.419; number 3, C, carries -0.201; number 4, C, carries -0.406; number 5, O, carries 0.013; number 6, H, carries 0.103; number 7, H, carries 0.113; number 8, H, carries 0.115; number 9, H, carries 0.148; number 10, H, carries 0.151; number 11, O, carries -0.543; number 12, C, carries -0.257; number 13, Lu, carries 1.982; number 14, H, carries 0.085; number 15, H, carries 0.078; number 16, H, carries 0.087

[2]
Formula: C3H6N2S
Source: the OMol25 dataset
Level of theory: wB97M-V/def2-TZVPD

The geometry in ORCA input format:
```
! wB97M-V def2-TZVPD RIJCOSX def2/J DEFGRID3
* xyz 0 1
C 0.46 1.13 0.37
C 1.53 1.51 -0.34
C 0.55 -1.29 -0.14
H -2.19 -0.20 1.21
H 0.03 1.72 1.21
H 1.81 0.86 -1.23
H 2.18 2.29 0.03
H -0.17 -2.06 -0.60
H 2.18 -0.58 0.54
N -0.21 -0.07 -0.05
N 1.73 -1.47 0.22
S -1.86 0.04 -0.11
*
```

For the energy above the lowest of the compared OMol25 structures with the same formula, charge and spin, the calculation gives 2.2986 eV. The total energy is -17021.74243 eV. As for the SMILES: [H]/N=C\N(S)C=C.

And the Löwdin charges, in e, turn out to be: number 1, C, carries -0.272; number 2, C, carries 0.002; number 3, C, carries -0.345; number 4, H, carries -0.115; number 5, H, carries 0.112; number 6, H, carries 0.101; number 7, H, carries 0.055; number 8, H, carries 0.123; number 9, H, carries 0.054; number 10, N, carries -0.588; number 11, N, carries 0.085; number 12, S, carries 0.787

Copy entry 1 word for word.
Formula: C4H8LuO3
Source: the OMol25 dataset
Level of theory: wB97M-V/def2-TZVPD

The geometry in ORCA input format:
```
! wB97M-V def2-TZVPD RIJCOSX def2/J DEFGRID3
* xyz 1 1
C 2.64 -0.53 0.03
O 1.27 -0.71 0.31
C 0.73 -2.02 0.08
C -0.76 -1.84 0.43
O -1.51 -2.80 0.36
H 2.89 0.51 0.27
H 3.24 -1.21 0.65
H 2.84 -0.73 -1.03
H 1.23 -2.75 0.74
H 0.87 -2.31 -0.97
O -1.45 2.07 -0.08
C -2.59 2.80 -0.38
Lu -0.60 0.46 1.00
H -3.33 2.20 -0.95
H -3.13 3.15 0.52
H -2.35 3.70 -0.97
*
```

For the energy above the lowest of the compared OMol25 structures with the same formula, charge and spin, the calculation gives 0.0000 eV. The total energy is -44031.99190 eV.

And the Löwdin charges, in e, turn out to be: number 1, C, carries -0.049; number 2, O, carries -0.419; number 3, C, carries -0.201; number 4, C, carries -0.406; number 5, O, carries 0.013; number 6, H, carries 0.103; number 7, H, carries 0.113; number 8, H, carries 0.115; number 9, H, carries 0.148; number 10, H, carries 0.151; number 11, O, carries -0.543; number 12, C, carries -0.257; number 13, Lu, carries 1.982; number 14, H, carries 0.085; number 15, H, carries 0.078; number 16, H, carries 0.087